# 1
{
  "formula": "C33H35I2KN11O3S",
  "method": "ωB97M-V with the def2-TZVPD basis set",
  "homo_energy_ev": -4.34,
  "mol_weight_g_mol": 958.690,
  "orbital_gap_ev": 5.98,
  "multiplicity": 1,
  "e_lumo_ha": 0.060,
  "de_lowest_ev": 3.7789,
  "charge": -1,
  "symbols": ["K", "O", "C", "C", "C", "C", "C", "C", "C", "O", "N", "N", "C", "C", "C", "C", "C", "C", "C", "O", "H", "H", "H", "H", "H", "H", "H", "H", "H", "H", "C", "N", "C", "C", "N", "C", "S", "C", "C", "C", "C", "C", "N", "H", "H", "H", "H", "H", "H", "H", "H", "H", "C", "N", "C", "C", "C", "C", "C", "C", "C", "C", "H", "H", "H", "H", "H", "H", "H", "H", "H", "H", "H", "H", "H", "I", "I", "N", "N", "N", "C", "N", "N", "H", "H", "H"],
  "coordinates": [[0.371, -0.375, -1.024], [-0.043, -4.799, 0.055], [-1.376, -4.944, -0.029], [-1.936, -6.181, 0.302], [-3.302, -6.378, 0.226], [-4.138, -5.339, -0.168], [-3.587, -4.115, -0.507], [-2.212, -3.899, -0.461], [-1.605, -2.601, -0.900], [-0.336, -2.469, -0.849], [-2.469, -1.744, -1.389], [-2.111, -0.460, -1.632], [-2.721, 0.108, -2.599], [-2.692, 1.530, -2.912], [-3.517, 1.970, -3.949], [-3.616, 3.298, -4.318], [-2.899, 4.245, -3.603], [-2.078, 3.843, -2.564], [-1.927, 2.498, -2.211], [-1.116, 2.098, -1.218], [0.143, -3.874, -0.284], [-1.268, -6.978, 0.605], [-3.715, -7.351, 0.466], [-5.209, -5.488, -0.223], [-4.208, -3.296, -0.838], [-3.397, -0.489, -3.222], [-4.097, 1.224, -4.482], [-4.249, 3.592, -5.145], [-2.986, 5.296, -3.848], [-1.543, 4.591, -1.994], [-2.078, -2.649, 4.888], [-1.238, -1.519, 5.207], [-1.170, -0.880, 6.421], [-0.324, 0.148, 6.299], [0.145, 0.176, 4.983], [-0.435, -0.893, 4.281], [-0.303, -1.452, 2.733], [0.944, 1.229, 4.493], [1.275, 2.294, 5.337], [2.018, 3.338, 4.823], [2.393, 3.319, 3.489], [1.998, 2.230, 2.734], [1.331, 1.190, 3.228], [-2.305, -3.194, 5.803], [-1.554, -3.292, 4.184], [-3.004, -2.322, 4.413], [-1.723, -1.214, 7.281], [-0.035, 0.874, 7.033], [0.945, 2.334, 6.364], [2.276, 4.182, 5.450], [2.930, 4.140, 3.039], [2.210, 2.180, 1.670], [4.668, -1.400, 3.650], [4.491, -1.785, 2.238], [5.026, -0.735, 1.321], [3.026, -2.137, 1.929], [2.942, -2.745, 0.559], [3.306, -4.091, 0.451], [3.341, -4.690, -0.792], [2.974, -3.934, -1.897], [2.649, -2.590, -1.767], [2.658, -1.903, -0.535], [5.697, -1.093, 3.833], [4.413, -2.232, 4.304], [4.001, -0.567, 3.860], [4.993, -2.652, 2.047], [4.835, 0.240, 1.759], [4.490, -0.814, 0.367], [6.094, -0.882, 1.165], [2.441, -1.228, 2.012], [2.712, -2.842, 2.702], [3.569, -4.670, 1.337], [3.640, -5.725, -0.901], [2.937, -4.413, -2.871], [2.374, -2.052, -2.672], [0.593, 3.167, -0.837], [3.120, 4.689, -0.144], [5.205, 2.467, -2.090], [4.586, 1.424, -2.723], [5.145, 0.242, -2.838], [4.252, -0.385, -3.598], [3.220, 0.399, -3.920], [3.449, 1.558, -3.347], [5.710, 2.132, -1.284], [4.525, 3.179, -1.827], [4.363, -1.405, -3.914]],
  "atomic_forces_ev_per_a": [[1.27, 2.34, 0.03], [-0.09, -0.22, 0.04], [0.03, 0.08, -0.07], [0.06, -0.07, 0.06], [0.05, 0.00, 0.02], [-0.09, 0.02, 0.00], [0.03, -0.07, 0.01], [0.15, -0.10, 0.00], [-0.33, 0.31, -0.45], [-0.75, -1.79, 0.37], [-0.97, -0.74, 0.00], [0.22, 0.19, -0.04], [-0.25, -0.37, 0.05], [0.26, 0.42, 0.10], [0.04, -0.14, -0.02], [-0.05, 0.09, -0.05], [-0.06, -0.15, -0.01], [0.09, 0.05, 0.19], [-0.30, -0.03, -0.30], [-0.38, -0.22, -0.27], [0.02, 0.07, 0.02], [0.01, 0.01, 0.00], [-0.01, 0.01, 0.03], [0.00, 0.00, 0.00], [0.00, 0.03, -0.02], [-0.04, -0.03, 0.10], [0.01, -0.02, 0.00], [-0.02, -0.01, 0.02], [0.05, 0.01, 0.02], [0.06, -0.01, -0.03], [-0.10, -0.15, -0.05], [0.21, 0.27, 0.01], [-0.01, -0.02, 0.14], [-0.01, 0.14, 0.10], [-0.39, -0.61, 0.06], [-0.03, -0.06, 0.05], [0.16, 0.20, -0.25], [0.31, 0.43, -0.30], [-0.09, -0.04, 0.18], [0.02, -0.03, -0.16], [-0.09, 0.13, 0.11], [0.15, -0.15, -0.21], [-0.27, -0.22, 0.23], [0.01, 0.05, 0.03], [0.00, -0.01, 0.03], [0.03, 0.00, -0.02], [-0.01, -0.01, -0.01], [-0.02, -0.11, 0.00], [0.06, 0.04, -0.07], [0.01, -0.02, 0.06], [0.03, -0.01, -0.13], [0.12, 0.06, 0.08], [0.08, -0.01, 0.31], [-0.18, 0.07, 0.00], [-0.16, -0.01, -0.43], [-0.11, -0.22, -0.31], [0.38, 0.33, -0.09], [0.07, -0.06, 0.06], [0.09, -0.11, 0.04], [-0.05, 0.01, -0.30], [0.11, -0.13, 0.29], [0.12, -0.10, 0.17], [0.01, -0.02, -0.07], [-0.04, -0.04, -0.10], [-0.04, 0.03, -0.06], [0.03, 0.02, -0.04], [-0.06, 0.05, 0.08], [0.02, -0.01, 0.10], [0.00, -0.02, 0.16], [0.05, 0.22, 0.02], [0.13, 0.08, 0.14], [-0.12, -0.05, 0.02], [-0.10, -0.02, 0.01], [0.03, 0.02, -0.02], [-0.02, -0.05, -0.03], [0.51, 0.42, 0.27], [0.12, 0.05, 0.08], [0.52, 0.60, -0.17], [-0.33, -0.49, -0.14], [0.14, 0.08, 0.04], [0.02, 0.16, 0.01], [-0.07, -0.27, -0.14], [0.13, 0.26, 0.18], [-0.17, -0.18, 0.09], [-0.16, -0.14, 0.08], [-0.02, -0.03, 0.05]],
  "lowdin_charge": [0.656, 0.038, -0.273, -0.034, -0.118, -0.121, -0.043, -0.072, -0.459, -0.247, 0.030, -0.072, -0.109, -0.139, -0.063, -0.118, -0.105, -0.084, -0.378, -0.647, 0.059, 0.105, 0.090, 0.085, 0.099, 0.113, 0.102, 0.090, 0.096, 0.053, -0.060, -0.152, -0.062, -0.060, 0.015, -0.707, 0.745, -0.267, -0.020, -0.069, -0.077, -0.155, 0.130, 0.086, 0.056, 0.098, 0.118, 0.096, 0.086, 0.106, 0.054, 0.034, -0.018, -0.172, 0.007, -0.130, -0.319, -0.091, -0.118, -0.106, -0.187, -0.140, 0.098, 0.100, 0.098, 0.165, 0.098, 0.069, 0.101, 0.073, 0.118, 0.100, 0.090, 0.094, 0.062, 0.803, -0.147, 0.103, -0.300, 0.109, -0.252, 0.014, 0.059, 0.078, -0.083, 0.094]
}

=====

# 2
{
  "formula": "C5H9OP",
  "method": "ωB97M-V with the def2-TZVPD basis set",
  "smiles": "C[P@@]1(=O)C=CCC1",
  "homo_energy_ev": -9.51,
  "mol_weight_g_mol": 116.100,
  "orbital_gap_ev": 10.39,
  "multiplicity": 1,
  "e_lumo_ha": 0.032,
  "de_lowest_ev": 0.7747,
  "charge": 0,
  "symbols": ["C", "P", "O", "C", "C", "C", "C", "H", "H", "H", "H", "H", "H", "H", "H", "H"],
  "coordinates": [[2.186, 1.210, 0.215], [0.934, -0.465, 0.047], [1.837, -1.624, -0.056], [-0.344, -0.439, 1.467], [-1.516, -0.233, 0.950], [-1.819, -0.135, -0.540], [-0.464, -0.390, -1.264], [2.262, 1.584, -0.813], [1.780, 1.941, 1.003], [3.187, 0.737, 0.456], [-0.286, -0.722, 2.502], [-2.505, -0.306, 1.637], [-2.537, -0.827, -0.774], [-2.108, 0.835, -0.906], [-0.338, -1.454, -1.823], [-0.270, 0.287, -2.103]],
  "atomic_forces_ev_per_a": [[-1.39, -1.89, 0.42], [-0.05, 2.09, 1.10], [0.04, -0.47, -0.14], [2.03, -0.25, -1.35], [-4.97, -0.05, 0.68], [3.68, 1.24, 0.55], [1.27, -2.29, -0.93], [-0.19, 0.37, 0.42], [0.77, -1.07, -1.42], [-1.37, 0.56, 0.08], [0.70, 0.19, 0.23], [2.36, 0.33, -1.50], [-1.79, -1.68, -0.70], [-0.63, 0.51, 0.43], [-0.49, 2.15, 1.66], [0.04, 0.24, 0.46]],
  "lowdin_charge": [-0.141, 0.728, -0.406, -0.164, -0.209, -0.230, -0.243, 0.002, 0.043, 0.034, 0.069, 0.147, 0.072, 0.101, 0.133, 0.065]
}

=====

# 3
{
  "formula": "C10H18O3",
  "method": "ωB97M-V with the def2-TZVPD basis set",
  "homo_energy_ev": -8.94,
  "mol_weight_g_mol": 186.251,
  "orbital_gap_ev": 9.72,
  "multiplicity": 1,
  "e_lumo_ha": 0.028,
  "de_lowest_ev": 9.9278,
  "charge": 0,
  "symbols": ["C", "C", "C", "C", "C", "C", "C", "C", "C", "C", "H", "H", "H", "H", "H", "H", "H", "H", "H", "H", "H", "H", "H", "H", "H", "H", "H", "H", "O", "O", "O"],
  "coordinates": [[0.220, -1.379, 3.229], [-0.423, -1.026, 1.838], [-0.154, 0.307, -0.162], [-0.652, 2.530, 0.583], [-1.760, 3.083, 1.387], [2.010, -0.022, -1.276], [3.114, 0.305, -2.367], [-0.821, -0.628, -1.062], [-1.371, -1.578, -1.643], [-1.895, -2.465, -2.520], [0.067, -0.360, 3.856], [-0.405, -2.209, 3.546], [1.380, -1.782, 3.276], [-0.387, -2.287, 1.388], [-1.522, -0.580, 1.891], [0.214, 1.943, 1.352], [0.004, 2.832, -0.383], [-2.331, 3.675, 0.658], [-1.597, 3.881, 2.267], [-1.874, 2.127, 2.109], [2.479, 0.027, -0.265], [1.595, -1.155, -1.499], [3.185, 0.276, -3.750], [3.921, -0.439, -1.962], [3.371, 1.375, -2.142], [-2.489, -3.210, -1.921], [-2.762, -2.070, -3.279], [-1.200, -3.173, -3.036], [0.484, -0.051, 1.029], [-1.266, 1.275, -0.074], [0.867, 0.779, -1.069]],
  "atomic_forces_ev_per_a": [[1.11, 2.80, 0.12], [1.16, -2.73, -0.95], [-0.78, 0.74, -2.68], [5.07, -4.20, -0.70], [1.12, 1.25, 3.18], [-1.11, -3.56, -0.20], [1.01, 0.46, -0.96], [-2.01, -5.08, -0.37], [3.67, 6.21, 3.27], [-4.46, -4.18, -3.31], [0.69, -2.74, -0.72], [-0.05, 0.20, 0.68], [-3.06, 1.38, -0.59], [-0.49, 4.28, 0.17], [2.48, -1.08, -0.15], [-2.36, 2.42, -2.04], [-1.88, 0.86, 2.65], [-1.56, -1.19, 0.70], [0.72, -1.42, -2.19], [-1.66, 2.05, -2.12], [0.53, -0.61, -1.04], [1.15, 2.46, 0.72], [-1.18, -0.36, 4.57], [-1.04, 1.66, -1.15], [0.42, -1.01, -0.33], [0.20, 0.45, -0.39], [2.44, -0.59, 1.63], [-0.20, 1.08, 0.04], [-2.99, -2.36, 0.61], [3.32, 0.50, 1.75], [-0.24, 2.30, -0.19]],
  "lowdin_charge": [-0.142, -0.178, -0.589, -0.238, -0.123, -0.274, -0.114, 0.078, -0.106, -0.158, 0.106, 0.041, 0.129, 0.187, 0.152, 0.174, 0.159, 0.077, 0.110, 0.130, 0.119, 0.159, 0.165, 0.079, 0.047, 0.088, 0.146, 0.092, -0.095, -0.110, -0.108]
}

=====

Question: charge of number 2 (C5H9OP)?
Answer: 0